A cluster of 5 separate species, C31H38F4N2OSi in total. Source: OMol25; level of theory: the ωB97M-V functional and the def2-TZVPD basis.

Each line ends with the Löwdin charge.
Cartesian coordinates (Å):
1 C 3.0682 -1.1341 -4.5804  0.006
2 C 2.4900 0.2269 -4.2462  -0.454
3 O 3.1668 1.0528 -3.6450  0.095
4 N 1.1138 0.5033 -4.5691  -0.132
5 C 0.8053 0.2760 -5.9718  -0.075
6 C 0.2590 -0.3041 -3.6817  -0.193
7 C -1.1221 0.3151 -3.4715  -0.190
8 C -2.1749 -0.7651 -3.2059  -0.259
9 C -2.6307 -1.4777 -4.5093  -0.331
10 Si -2.4315 -3.3436 -4.5042  0.528
11 N -0.8048 -3.9424 -4.2984  -0.131
12 H 4.1465 -1.0369 -4.5366  0.085
13 H 2.7882 -1.8462 -3.8079  0.067
14 H 2.7733 -1.5241 -5.5465  0.066
15 H -0.2575 0.4454 -6.1187  0.075
16 H 1.3197 1.0020 -6.5936  0.094
17 H 1.0338 -0.7346 -6.3212  0.075
18 H 0.1434 -1.3294 -4.0510  0.095
19 H 0.7687 -0.3672 -2.7225  0.132
20 H -1.0608 0.9893 -2.6206  0.112
21 H -1.3874 0.9266 -4.3293  0.104
22 H -1.7512 -1.4609 -2.4834  0.093
23 H -3.0349 -0.2738 -2.7618  0.100
24 H -2.1292 -1.0140 -5.3553  0.055
25 H -3.6978 -1.2931 -4.6315  0.061
26 H -3.2660 -3.9660 -3.4557  -0.039
27 H -2.9192 -3.8412 -5.8135  -0.051
28 H -0.4693 -3.9444 -3.3462  0.003
29 H -0.1149 -3.5045 -4.8898  0.004
30 F 1.0493 -3.7101 -0.8456  0.043
31 C 2.2984 -3.5586 -0.3490  -0.281
32 C 3.3650 -3.5634 -1.2235  -0.028
33 C 4.6457 -3.3980 -0.7182  -0.081
34 C 4.8387 -3.2372 0.6472  -0.092
35 C 3.7482 -3.2360 1.5073  -0.074
36 C 2.4636 -3.3960 1.0099  -0.015
37 H 3.1856 -3.6943 -2.2827  0.105
38 H 5.4917 -3.3903 -1.3917  0.105
39 H 5.8381 -3.1082 1.0398  0.101
40 H 3.8943 -3.1083 2.5710  0.106
41 H 1.6029 -3.3916 1.6593  0.104
42 F 1.3011 -1.9224 3.4792  0.038
43 C 0.6189 -0.7616 3.3391  -0.280
44 C 1.2463 0.4232 3.6616  -0.011
45 C 0.5444 1.6085 3.5044  -0.075
46 C -0.7632 1.5911 3.0370  -0.082
47 C -1.3745 0.3855 2.7196  -0.076
48 C -0.6774 -0.8056 2.8682  -0.015
49 H 2.2648 0.4149 4.0253  0.114
50 H 1.0214 2.5457 3.7438  0.080
51 H -1.3064 2.5190 2.9172  0.103
52 H -2.3900 0.3716 2.3570  0.079
53 H -1.1282 -1.7580 2.6213  0.115
54 F 3.4736 2.8485 3.7170  0.049
55 C 3.6193 4.1895 3.7697  -0.284
56 C 4.6046 4.7828 3.0076  -0.014
57 C 4.7470 6.1611 3.0613  -0.081
58 C 3.9143 6.9202 3.8723  -0.097
59 C 2.9329 6.2995 4.6316  -0.083
60 C 2.7775 4.9218 4.5823  -0.023
61 H 5.2436 4.1716 2.3849  0.119
62 H 5.5103 6.6432 2.4663  0.105
63 H 4.0310 7.9946 3.9120  0.101
64 H 2.2856 6.8879 5.2672  0.105
65 H 2.0177 4.4186 5.1657  0.114
66 F -4.4432 0.9105 2.3343  0.038
67 C -5.6267 0.5079 2.8499  -0.279
68 C -5.9021 -0.8425 2.9088  -0.016
69 C -7.1158 -1.2502 3.4418  -0.082
70 C -8.0298 -0.3111 3.8992  -0.096
71 C -7.7288 1.0417 3.8264  -0.083
72 C -6.5160 1.4612 3.3001  -0.016
73 H -5.1771 -1.5567 2.5422  0.117
74 H -7.3470 -2.3049 3.5001  0.105
75 H -8.9756 -0.6340 4.3121  0.101
76 H -8.4403 1.7753 4.1797  0.105
77 H -6.2581 2.5098 3.2386  0.118

Gap between HOMO and LUMO (eV): 9.74
HOMO (Eh): -0.3356
Lowest unoccupied orbital energy (eV): 0.613
Structure (SMILES): CC(=O)N(C)CCCC[SiH2]N.Fc1ccccc1.Fc1ccccc1.Fc1ccccc1.Fc1ccccc1
Largest force on an atom (eV Å⁻¹): 2.00